1.
Below is a 10-piece molecular cluster, C35H54O30 overall at a distorted geometry, with properties calculated with ωB97M-V with the def2-TZVPD basis set.

XYZ file:
```
119
Properties=species:S:1:pos:R:3:forces:R:3
O -1.161209 -4.406557 -0.741551 2.27 0.03 0.26
O -2.595941 1.732027 0.879224 0.17 -0.09 0.04
O -0.330536 -1.481922 -4.679680 0.32 -2.74 -0.96
O 2.419109 -3.237605 -2.128942 -0.93 -1.93 2.03
O -1.244181 0.507584 -4.625771 -3.30 2.52 0.49
O 1.458187 2.059550 -0.620628 0.27 0.87 0.35
O 1.457272 -3.857693 2.689962 0.93 -0.59 -0.22
O -0.203742 -4.990802 3.567417 -0.58 -0.71 0.18
O -3.637630 6.728230 -3.173839 -2.04 0.18 -0.37
O -4.707519 1.594370 1.512813 0.15 0.33 -0.30
O -2.119017 -0.522096 6.099930 0.29 -0.49 -0.58
O 3.196297 0.957657 3.454142 -0.66 -0.18 0.08
O 3.046779 -1.163316 -2.581338 0.06 1.00 -0.59
O 1.080158 0.080188 0.376369 -0.33 -0.46 0.20
O 4.843260 2.283605 0.754164 -0.72 -0.56 0.56
O -0.193912 0.720581 -1.339440 0.57 -0.39 0.34
O -1.649040 6.112322 -4.015439 0.19 -0.14 0.23
O -2.579863 0.096918 4.024441 -0.14 0.54 -0.62
O -3.185038 -5.326309 -0.646172 -0.35 -0.11 -0.46
O 3.529745 -2.796794 -4.005523 0.02 0.39 -0.67
O -1.862921 1.615134 5.500257 0.30 2.32 0.40
O 3.025121 -1.294801 3.610353 0.48 -1.07 0.01
O -3.607266 -0.307927 0.999936 0.19 0.60 -0.10
O 0.835451 0.160998 -5.243537 2.62 0.65 -0.42
O -2.820251 -3.649458 -2.033933 -0.16 -0.46 -1.22
O 1.210981 -3.928212 4.912062 0.99 0.59 2.68
O -1.942181 6.257423 -1.794505 0.58 0.13 -0.68
O 6.868279 2.346780 -0.092610 2.99 1.21 -1.09
O 5.763339 0.436476 0.015638 -0.08 -0.43 -0.69
O 1.192246 0.017488 3.629359 -0.59 -0.54 0.26
C 3.668966 -0.493656 -3.713215 -0.19 -0.98 -0.04
C 0.949389 1.421423 3.832566 0.84 -0.10 -0.39
C 0.947716 -4.666472 1.601507 -0.68 0.99 0.83
C -0.428248 -5.067424 2.164164 0.75 0.06 -0.75
C -3.095161 3.610139 -0.520095 -0.41 -1.31 0.45
C -2.244956 -4.490253 -1.166072 -2.84 0.22 0.76
C 4.646472 -1.626885 0.035623 0.29 -0.49 -0.74
C -4.147014 -4.127256 -2.420774 0.01 1.83 1.69
C -0.090686 5.030829 -0.988308 0.73 0.76 1.08
C 0.835249 1.056631 -0.506082 -0.78 -1.40 -0.79
C -0.351682 -0.198232 -4.862337 1.17 -0.94 0.60
C -4.473504 -5.092064 -1.266620 0.62 -1.08 -0.49
C -2.542160 6.368568 -3.007385 2.54 0.11 0.40
C 4.544381 -0.188794 0.451257 0.18 -1.29 1.47
C -2.246671 -1.785705 5.375936 -0.95 0.68 -1.18
C 2.193865 1.960950 3.166667 0.78 0.52 -0.79
C -2.167510 0.521212 5.234664 -0.25 -2.93 -0.21
C -0.482625 6.107706 -1.960020 -1.49 -0.58 -0.62
C -0.465911 -1.629463 1.223170 -0.98 1.63 1.51
C 3.653363 -1.586378 -4.802616 0.89 -0.12 1.13
C -0.374291 5.776691 -3.477027 0.77 0.16 1.01
C -1.592322 -2.081639 -4.484778 -1.35 0.16 1.36
C 4.833103 3.671771 0.783136 -0.34 1.95 -1.40
C 2.982513 -2.487276 -2.814109 0.22 1.62 -2.04
C 5.926760 1.723354 0.198606 -2.36 -0.39 0.79
C -0.485214 -0.685893 -1.184313 -0.57 0.00 0.07
C 2.525399 -0.236037 3.578465 -0.41 2.07 -0.21
C -4.404770 3.013251 1.589072 0.45 -0.28 0.49
C 0.312396 -1.144791 0.055691 0.65 0.24 -1.27
C 1.232846 1.487275 -4.917189 0.14 0.98 -0.77
C -3.003995 3.154818 0.931639 -1.01 -1.65 -0.57
C -3.626576 0.886630 1.107150 -0.12 0.85 0.41
C 0.909311 -4.257102 3.843486 -1.56 -0.06 -2.57
C -2.668986 -1.326215 3.936122 0.80 0.18 0.72
C -3.324754 -2.594357 6.045731 1.50 -0.83 0.54
H -4.763385 -3.234035 -2.265017 -0.09 -0.23 -0.49
H 0.897530 -3.947546 0.794384 0.00 -0.58 -0.57
H 0.451741 6.372893 -3.877174 -0.53 0.21 -0.44
H -1.209708 -4.386605 1.838048 -0.06 0.16 0.27
H -0.177964 -1.238077 -2.076947 0.19 0.25 0.08
H 2.079385 2.021176 2.071924 -0.16 -0.35 0.22
H -1.941296 -1.652539 3.194256 -0.15 -0.03 0.11
H -5.176744 3.570076 1.058444 0.07 -0.12 -0.04
H -1.570724 -0.799665 -1.084925 0.20 0.10 0.24
H -0.710961 -6.062595 1.834721 -0.02 -0.18 0.36
H 2.569758 2.951301 3.426972 -0.08 -0.23 0.67
H 4.764352 -1.641901 -1.047220 0.04 -0.19 -0.02
H 0.061882 1.750633 3.302463 -0.25 -0.30 0.11
H -2.250635 3.656067 1.530141 -0.11 0.14 0.06
H 4.636561 4.087084 -0.224915 0.02 -0.44 0.08
H -2.179281 3.285891 -1.007909 0.08 0.79 -0.11
H -3.393610 -3.594766 5.610130 -0.38 0.28 -0.48
H 1.900215 1.829636 -5.712885 -0.20 -0.12 -0.06
H 0.165593 -1.863888 2.077703 0.21 -0.27 -0.16
H -3.833872 2.963644 -1.012780 -0.25 0.24 0.20
H 4.635094 -1.621551 -5.271908 -0.25 -0.11 -0.36
H -2.942584 -2.843044 7.039952 -0.51 0.41 0.28
H 3.758355 -2.211864 0.270334 -0.13 0.22 0.12
H -5.182720 -4.697718 -0.542958 0.25 0.32 0.08
H 4.568727 -0.151609 1.539284 -0.33 0.21 0.07
H 5.504088 -2.154623 0.450348 0.05 0.22 0.22
H 3.983060 4.029791 1.355118 0.16 -0.31 0.53
H 0.362346 2.141034 -4.884912 0.08 -0.04 0.14
H -0.519891 4.055231 -1.187941 0.34 0.11 -0.33
H 4.689125 -0.235553 -3.431540 -0.09 0.20 0.04
H 1.822007 1.557743 -3.999491 -0.62 -0.23 0.18
H 2.834912 -1.492991 -5.513294 -0.02 -0.16 0.11
H -1.275378 -2.271469 5.271916 -0.01 0.02 0.62
H 0.871899 1.598579 4.903632 -0.02 0.19 -0.02
H -4.850362 -6.069093 -1.571199 0.03 0.11 -0.20
H -1.084611 -0.783588 1.572127 0.27 0.03 -0.16
H 3.600351 0.215047 0.104527 0.29 0.68 -0.38
H -4.180091 -4.399130 -3.471264 0.18 -0.62 0.18
H -4.414526 3.289745 2.648720 0.04 -0.04 -0.20
H 0.987854 4.980409 -0.817935 0.01 -0.28 -0.52
H -0.051810 7.093606 -1.768003 0.07 -0.23 0.23
H -3.661341 -1.610730 3.597643 -0.16 0.02 0.27
H -1.648537 -3.155629 -4.633539 0.96 -0.02 -0.39
H 1.060440 -1.867419 -0.276691 0.04 0.03 0.12
H -1.827064 -1.936297 -3.428866 -0.34 0.02 -0.14
H -3.422073 4.641560 -0.601656 0.49 0.12 -0.24
H -0.085099 4.738773 -3.659896 -0.56 -0.12 0.03
H -1.241248 -2.378998 1.094111 0.44 -0.42 -0.75
H 1.584985 -5.531445 1.434247 0.18 0.16 -0.17
H -0.445831 5.357037 -0.003464 -0.23 -0.11 -0.08
H -2.384152 -1.619297 -5.072790 0.22 0.18 -0.12
H 5.771199 4.163295 1.035318 0.05 -0.45 0.64
H -4.244338 -2.026994 6.046432 -0.31 -0.18 0.16
H 3.077710 0.361216 -4.022643 0.31 -0.13 0.41
```
Positions in Å, forces in eV/Å.

Values from the calculation:
HOMO: -10.538 eV
M: 954.8 g mol⁻¹
SMILES: C[C@H]1COC(=O)O1.C[C@H]1COC(=O)O1.C[C@H]1COC(=O)O1.C[C@H]1COC(=O)O1.CCOC(=O)OC.COC(=O)OC.O=C1OCCO1.O=C1OCCO1.O=C1OCCO1.O=C1OCCO1

---

2.
Below is one molecule with the formula C5H5NO at a distorted geometry, with properties calculated with ωB97M-V with the def2-TZVPD basis set.

XYZ file:
```
12
Properties=species:S:1:pos:R:3:forces:R:3
O -1.524757 -0.769168 0.282722 -4.76 3.65 1.88
N -2.946657 1.102653 0.015398 -0.12 0.42 1.19
C 0.876132 -1.050640 -0.020048 -0.88 0.92 -1.46
C -2.335100 0.131966 -0.379246 1.66 -1.16 -0.35
C 1.979093 1.328198 -0.129317 1.20 -0.25 0.21
C 1.445255 0.165379 -0.200475 -1.19 -0.71 0.60
C -0.474405 -1.431997 0.034669 4.33 -3.68 -1.39
H 2.532282 1.657751 0.710645 -0.02 0.22 1.55
H 2.372571 1.861504 -0.939943 -0.32 0.82 -1.76
H 1.477020 -1.845163 -0.415693 0.49 -0.66 0.49
H -0.601210 -2.529846 0.024742 -0.22 0.62 -0.05
H -2.800219 1.379360 1.016541 -0.17 -0.20 -0.92
```
Positions in Å, forces in eV/Å.

Values from the calculation:
HOMO (alpha / beta): -7.065 / -10.181 eV
M: 95.1 g mol⁻¹
ΔE to the lowest compared entry with this formula, charge and spin: 52.42 kcal per mole
<S²>: 2.0392
Spin multiplicity: 3

---

3.
Below is C2H2FLiO2Pm as an isolated structure at a distorted geometry, with properties calculated with ωB97M-V with the def2-TZVPD basis set.

XYZ file:
```
9
Properties=species:S:1:pos:R:3:forces:R:3
Pm -2.287540 0.045210 2.692708 0.91 -0.05 -1.14
F 1.273905 -0.970567 -1.805854 -1.35 0.99 0.60
O -0.465621 0.228490 1.012121 -1.34 -0.02 2.73
O 1.712822 0.687494 -0.464557 -0.72 -0.56 0.07
C 0.863753 -0.058335 -0.911501 3.00 1.54 0.19
C -0.500711 -0.133829 -0.291833 0.00 -2.94 -4.13
Li 1.216896 1.082364 1.395446 0.35 0.02 -0.74
H -0.537930 -1.239599 -0.717787 -1.35 0.87 2.26
H -1.275573 0.358773 -0.908742 0.50 0.14 0.15
```
Positions in Å, forces in eV/Å.

Values from the calculation:
HOMO (alpha / beta): -17.580 / -17.937 eV
M: 229.0 g mol⁻¹
<S²>: 8.7551
Total charge: +2
Spin multiplicity: 6

---

4.
Below is C10H16DyN2PSe as an isolated structure at a distorted geometry, with properties calculated with ωB97M-V with the def2-TZVPD basis set.

XYZ file:
```
31
Properties=species:S:1:pos:R:3:forces:R:3
Dy 0.266641 -0.507902 1.506849 -1.75 1.28 -2.15
Se 0.769744 2.272994 1.593274 0.18 0.75 0.07
P -0.261432 -3.219906 0.812557 0.28 -2.31 -0.72
N 0.169656 1.585785 4.386296 -0.82 -0.06 2.28
N 1.380452 0.110496 3.332884 2.22 -0.67 -0.86
C 2.614668 -0.263049 2.596126 0.55 0.82 1.32
C -0.274383 2.596295 -1.996753 0.34 -2.00 0.93
C -0.544653 2.806258 4.765685 -0.02 -0.47 -0.04
C 0.807005 0.737593 -1.032795 -0.06 0.54 -1.79
C -1.192090 1.503976 -1.964779 0.61 -0.46 0.46
C 0.813067 1.395365 3.216789 0.11 0.38 -0.33
C 0.974172 2.108155 -1.515508 -0.47 -1.13 1.04
C 0.129998 0.413981 5.111847 -0.14 0.75 0.15
C -0.535319 0.343064 -1.388388 0.22 0.63 -0.29
C 0.850248 -0.536669 4.462753 -0.21 -0.35 0.09
H 0.939892 -1.607525 4.605137 0.20 0.31 0.25
H -0.306807 -4.286999 1.778290 0.00 0.51 -0.37
H -1.341026 -3.691932 0.027103 0.09 0.06 0.08
H 0.786190 -3.843899 0.005562 -0.70 0.49 0.53
H 2.589746 -1.327386 2.298326 0.04 0.22 0.10
H 1.891180 2.674546 -1.398167 -0.15 0.06 0.05
H -0.821024 -0.726520 -1.479102 -0.17 0.77 0.07
H -1.508970 2.816503 4.246386 0.16 0.27 0.02
H -0.716523 2.775853 5.844201 0.01 -0.01 -0.16
H 1.620415 0.000009 -0.745992 -0.69 0.95 -0.52
H -2.203853 1.566674 -2.373955 0.30 -0.23 0.37
H -0.409139 0.345209 6.045879 0.02 0.02 -0.16
H 0.038507 3.702099 4.529298 -0.11 -0.32 -0.15
H -0.551884 3.630779 -2.148024 0.21 -0.09 -0.41
H 3.494434 -0.079169 3.233879 -0.15 -0.27 -0.29
H 2.694585 0.419119 1.717640 -0.10 -0.46 0.42
```
Positions in Å, forces in eV/Å.

Values from the calculation:
HOMO (alpha / beta): -5.894 / -4.694 eV
M: 436.7 g mol⁻¹
<S²>: 9.7201
Spin multiplicity: 6

---

Number 1: E -98596.14569 eV. Number 2: E -8796.62709 eV. Number 3: E -25661.10075 eV. Number 4: E -112321.68910 eV.